1.
Here is a molecular structure, C27H49FGaO7 from the Open Molecules 2025 dataset. Energies are from wB97M-V/def2-TZVPD.

Each line ends with the Mulliken charge.
Element x y z (Å)
C (-5.055, -6.795, 2.336)  -0.65
O (-4.513, -5.501, 2.779)  -0.27
C (-5.135, -5.030, 4.027)  -0.42
C (-5.885, -3.582, 3.716)  -0.42
C (-4.971, -2.287, 4.139)  -0.78
C (-3.559, -2.137, 3.318)  0.43
C (-2.345, -1.451, 4.242)  -0.64
C (-1.660, -0.141, 3.532)  -0.29
C (-0.007, -0.256, 3.369)  -0.36
C (0.586, 1.167, 2.812)  -0.55
C (1.532, 1.054, 1.478)  -0.49
Ga (3.325, 0.048, 1.765)  0.33
C (4.085, -0.468, -0.089)  -0.84
F (2.884, -1.497, 2.866)  -0.60
C (4.755, 1.109, 2.814)  -0.58
C (6.309, 0.733, 2.452)  0.61
C (7.341, 2.006, 2.118)  -0.76
C (8.957, 1.757, 1.781)  -0.36
C (9.642, 0.233, 1.763)  -0.45
C (8.593, -1.008, 2.077)  -0.48
C (6.973, -0.766, 2.416)  0.65
C (6.065, -2.098, 2.715)  -0.91
H (-5.174, -6.714, 1.152)  0.20
H (-4.247, -7.626, 2.593)  0.21
H (-6.120, -7.056, 2.746)  0.29
H (-4.353, -4.841, 4.906)  0.23
H (-5.955, -5.735, 4.473)  0.34
H (-6.215, -3.614, 2.593)  0.16
H (-6.834, -3.567, 4.440)  0.29
H (-5.552, -1.255, 4.010)  0.28
H (-4.694, -2.429, 5.286)  0.35
H (-3.169, -3.157, 2.872)  0.16
H (-3.759, -1.436, 2.373)  -0.25
H (-2.862, -1.148, 5.275)  0.29
H (-1.523, -2.251, 4.537)  0.28
H (-2.077, -0.027, 2.426)  -0.06
H (-1.999, 0.834, 4.102)  0.22
H (0.291, -1.200, 2.744)  0.27
H (0.408, -0.382, 4.479)  0.20
H (1.143, 1.702, 3.702)  0.23
H (-0.364, 1.832, 2.526)  0.25
H (1.002, 0.570, 0.544)  0.00
H (1.817, 2.168, 1.163)  0.24
H (4.824, -1.387, -0.005)  0.21
H (3.193, -0.660, -0.848)  0.23
H (4.729, 0.457, -0.465)  0.23
H (4.576, 2.259, 2.554)  0.24
H (4.591, 0.942, 3.973)  0.28
H (6.990, 3.123, 2.104)  0.18
H (9.712, 2.658, 1.576)  0.22
H (10.791, 0.069, 1.555)  0.25
H (9.074, -2.101, 2.088)  0.14
H (5.784, -2.093, 3.852)  0.25
H (5.166, -2.260, 1.983)  0.17
H (6.780, -3.042, 2.562)  0.29
C (-2.476, 2.112, -3.268)  -1.11
C (-1.990, 1.861, -1.851)  -0.10
O (-3.050, 1.372, -1.020)  -0.35
C (-3.412, 0.082, -1.219)  0.76
O (-2.920, -0.685, -2.034)  -0.57
O (-4.440, -0.205, -0.382)  -0.36
C (-4.988, -1.506, -0.572)  -0.66
H (-3.340, 2.785, -3.265)  0.29
H (-1.683, 2.553, -3.877)  0.34
H (-2.800, 1.185, -3.751)  0.32
H (-1.655, 2.808, -1.414)  0.31
H (-1.135, 1.175, -1.828)  0.26
H (-4.215, -2.279, -0.500)  0.31
H (-5.497, -1.558, -1.539)  0.38
H (-5.725, -1.683, 0.216)  0.16
C (0.234, 2.584, -9.637)  -1.08
C (-1.133, 2.899, -9.054)  -0.19
O (-1.017, 3.483, -7.751)  -0.30
C (-0.606, 4.773, -7.714)  0.71
O (-0.330, 5.468, -8.682)  -0.57
O (-0.519, 5.154, -6.416)  -0.26
C (0.011, 6.464, -6.237)  -0.64
H (0.808, 1.951, -8.952)  0.29
H (0.137, 2.073, -10.598)  0.35
H (0.823, 3.493, -9.793)  0.31
H (-1.695, 1.966, -8.935)  0.29
H (-1.719, 3.546, -9.716)  0.30
H (-0.555, 7.205, -6.811)  0.29
H (1.068, 6.480, -6.520)  0.29
H (-0.065, 6.720, -5.176)  0.22

Force components x, y, z for each atom (eV/Å):
0.54 -0.30 -1.28
-1.90 -1.27 1.57
-0.52 1.70 0.75
-0.08 -0.30 1.05
0.55 -0.12 0.03
0.41 0.25 -0.59
-0.67 -0.07 0.41
0.20 -0.22 -0.83
-0.65 0.63 1.53
-0.83 0.02 -0.70
-0.36 1.12 0.22
-0.37 -0.52 -0.21
0.61 -0.08 -0.86
0.33 0.92 -0.74
1.76 0.54 0.72
3.62 0.48 -0.66
2.53 -3.75 -0.25
-1.64 -3.01 0.73
-5.26 0.84 1.09
-0.50 3.62 0.02
1.86 2.10 -0.82
1.63 -0.20 -0.02
0.41 -0.29 2.55
-1.94 1.50 -0.52
2.11 0.58 -0.45
-1.31 -0.56 -2.10
1.62 0.92 -1.16
0.59 0.26 2.14
1.81 0.07 -1.76
1.05 -2.35 0.41
-0.72 0.35 -2.33
-0.97 1.90 1.06
0.47 -1.47 2.06
1.18 -0.47 -2.18
-1.69 1.60 -0.84
0.69 -0.26 2.25
0.95 -1.89 -1.06
-0.52 1.95 1.14
-0.72 -0.07 -2.44
-0.98 -0.98 -1.92
1.91 -1.21 0.76
0.62 0.92 1.92
-0.64 -2.16 0.51
-1.57 1.77 -0.53
2.04 0.21 1.40
-1.31 -1.90 0.59
0.65 -2.36 0.70
0.42 0.41 -2.25
0.53 -2.49 0.09
-2.06 -2.02 0.50
-2.69 0.35 0.47
-1.48 2.56 0.00
0.07 0.02 -2.33
1.58 0.72 1.77
-1.41 2.05 0.32
-0.23 -0.21 -0.16
0.47 0.18 -0.54
-0.45 -1.04 0.22
0.41 -0.10 -0.65
-0.76 1.04 1.26
0.75 0.33 -0.46
-0.20 -0.52 0.02
0.17 0.07 0.05
-0.06 0.01 0.10
0.18 0.08 0.12
-0.26 -0.28 0.21
-0.28 -0.02 0.01
-0.12 0.21 -0.14
0.20 -0.08 0.07
0.21 0.31 -0.04
0.30 0.21 0.05
0.14 -0.25 -0.61
0.07 1.01 0.32
0.33 0.11 -0.50
-0.50 -0.91 1.39
-0.24 -0.46 -1.00
0.20 0.56 0.18
-0.18 -0.05 -0.10
-0.04 0.00 0.11
-0.22 -0.09 -0.04
0.06 0.28 0.33
0.20 0.07 0.18
0.19 -0.22 -0.02
-0.21 0.08 -0.09
-0.09 -0.34 -0.18

Computed properties:
**Frontier orbital gap**: 6.84 eV
**Highest occupied orbital energy**: -4.757 eV
**Max |F|**: 0.106 Eh/bohr
**Calculated total energy**: -3609.09466 Eh
**Molecular weight**: 574.40 g mol⁻¹
**Charge**: -1

---

2.
Here is 3 unconnected molecules or ions with the total composition C27H49FN3O4 from the Open Molecules 2025 dataset. Energies are from wB97M-V/def2-TZVPD.

Each line ends with the Mulliken charge.
Element x y z (Å)
O (-1.229, 1.068, -0.530)  -0.51
C (-2.400, 0.769, -0.588)  0.53
O (-3.306, 1.182, 0.299)  -0.63
C (-2.939, -0.121, -1.682)  -0.25
C (-3.143, -1.571, -1.245)  -0.82
N (-2.035, -2.097, -0.432)  0.09
C (-0.802, -2.300, -0.852)  -0.05
N (-0.519, -2.018, -2.187)  0.05
C (0.588, -1.031, -2.255)  -0.15
C (1.831, -1.514, -1.479)  -1.10
C (1.517, -2.789, -0.703)  -0.06
C (2.652, -3.209, 0.242)  -0.77
C (3.551, -4.291, -0.385)  -1.00
C (4.388, -3.793, -1.545)  -0.25
F (5.434, -4.688, -1.756)  -0.33
N (0.177, -2.738, -0.041)  0.21
C (0.101, -2.303, 1.368)  -2.28
C (0.505, -0.851, 1.617)  0.91
C (-0.177, -0.316, 2.892)  -1.64
C (-0.676, 1.103, 2.748)  1.32
C (0.107, 2.097, 2.179)  0.02
C (-0.382, 3.384, 2.020)  -0.74
C (-1.667, 3.695, 2.436)  -0.46
C (-2.449, 2.722, 3.032)  -0.64
C (-1.958, 1.428, 3.188)  -1.00
H (-2.828, 1.529, 1.083)  0.40
H (-3.903, 0.259, -2.025)  0.51
H (-2.249, -0.042, -2.515)  0.00
H (-3.279, -2.184, -2.132)  0.33
H (-4.032, -1.661, -0.628)  0.44
H (-2.248, -2.283, 0.533)  0.27
H (-0.323, -2.857, -2.719)  0.38
H (0.242, -0.057, -1.931)  0.15
H (0.835, -0.947, -3.312)  0.15
H (2.165, -0.726, -0.801)  0.30
H (2.655, -1.685, -2.168)  0.61
H (1.440, -3.579, -1.455)  0.62
H (3.276, -2.339, 0.454)  0.38
H (2.277, -3.634, 1.168)  0.26
H (2.910, -5.115, -0.702)  0.35
H (4.231, -4.660, 0.382)  0.45
H (3.823, -3.781, -2.479)  0.25
H (4.835, -2.819, -1.343)  0.27
H (-0.928, -2.401, 1.706)  0.58
H (0.650, -2.991, 2.005)  0.29
H (1.587, -0.757, 1.719)  0.34
H (0.206, -0.248, 0.758)  0.17
H (-1.054, -0.931, 3.105)  0.47
H (0.489, -0.403, 3.751)  0.27
H (1.105, 1.847, 1.840)  0.45
H (0.251, 4.129, 1.560)  0.52
H (-2.028, 4.704, 2.298)  0.45
H (-3.443, 2.954, 3.390)  0.45
H (-2.573, 0.675, 3.664)  0.34
C (-0.774, -1.840, -6.119)  -1.01
C (-0.185, -0.439, -6.187)  -0.24
O (1.088, -0.377, -6.791)  -0.44
C (1.163, -0.809, -8.143)  -0.34
C (0.288, -0.017, -9.096)  -1.02
H (-0.091, -2.516, -5.598)  0.25
H (-1.726, -1.820, -5.587)  0.35
H (-0.957, -2.257, -7.109)  0.39
H (-0.035, -0.058, -5.175)  0.17
H (-0.883, 0.250, -6.675)  0.35
H (0.944, -1.880, -8.216)  0.30
H (2.210, -0.686, -8.417)  0.34
H (-0.774, -0.124, -8.868)  0.26
H (0.441, -0.367, -10.117)  0.39
H (0.535, 1.044, -9.051)  0.29
C (1.087, 2.688, 6.211)  -0.78
C (0.869, 4.150, 5.859)  -0.43
O (-0.467, 4.465, 5.519)  -0.34
C (-1.443, 4.233, 6.519)  -0.19
C (-1.227, 5.025, 7.796)  -1.30
H (0.764, 2.050, 5.385)  -0.01
H (2.144, 2.504, 6.404)  0.43
H (0.531, 2.392, 7.101)  0.31
H (1.452, 4.402, 4.972)  0.36
H (1.228, 4.799, 6.666)  0.35
H (-1.521, 3.162, 6.739)  0.29
H (-2.389, 4.529, 6.062)  0.35
H (-0.298, 4.751, 8.297)  0.29
H (-2.045, 4.839, 8.492)  0.42
H (-1.190, 6.094, 7.581)  0.31

Force components x, y, z for each atom (eV/Å):
-0.16 -0.18 0.11
0.28 0.21 -0.12
0.09 -0.56 0.01
-0.40 0.43 -0.10
0.22 0.16 -0.13
-0.07 0.01 -0.06
0.09 -0.52 0.08
-0.29 0.22 0.26
0.70 -0.56 -0.66
-0.34 0.74 0.24
0.32 -0.56 -0.18
0.30 -0.25 -0.51
-0.27 0.33 0.18
0.14 -0.50 -0.12
-0.06 0.06 0.03
0.08 1.52 -0.19
-0.14 -0.29 0.45
0.11 0.01 0.00
-0.16 0.11 -0.22
-0.08 -0.09 0.22
0.02 -0.02 0.03
0.15 -0.25 -0.02
0.21 0.24 -0.11
-0.15 -0.14 0.14
0.14 0.14 -0.06
-0.09 0.30 -0.11
-0.03 -0.01 0.08
0.11 -0.18 0.00
0.01 -0.09 0.03
-0.02 -0.01 0.05
-0.02 -0.04 0.02
-0.02 0.01 -0.09
-0.24 -0.06 0.21
-0.07 0.07 -0.02
-0.01 -0.05 0.08
0.06 -0.21 0.04
-0.20 -0.14 0.12
-0.12 0.05 0.34
-0.05 0.15 0.07
0.17 -0.18 -0.01
0.04 -0.04 -0.01
-0.03 0.27 -0.01
-0.05 0.08 -0.01
-0.03 -0.24 -0.05
0.05 -0.05 -0.11
0.04 -0.08 -0.15
-0.06 0.05 0.05
0.04 -0.07 0.17
0.03 -0.02 0.04
0.05 0.10 -0.04
-0.05 0.12 0.00
-0.14 0.00 0.08
-0.03 0.07 -0.03
-0.02 -0.03 0.00
0.03 -0.01 0.00
-0.08 0.01 0.02
0.11 -0.01 0.12
0.01 -0.04 -0.13
-0.06 0.06 0.10
0.01 0.00 -0.01
0.00 0.01 0.01
-0.04 0.01 0.00
0.01 0.06 -0.02
-0.03 -0.05 -0.04
-0.05 0.01 0.02
0.02 0.01 0.04
0.00 -0.05 -0.04
0.02 0.00 -0.01
0.02 0.00 -0.02
-0.08 -0.04 -0.01
0.08 -0.03 0.02
-0.06 0.05 -0.16
-0.06 -0.04 0.08
0.10 0.03 -0.03
0.01 0.01 -0.01
0.01 0.01 -0.02
0.04 0.02 0.03
-0.03 0.02 -0.02
-0.02 -0.03 0.04
0.04 0.00 0.02
0.01 0.01 -0.04
-0.03 -0.04 0.02
-0.02 0.01 -0.01
-0.02 0.00 0.00

Computed properties:
**Frontier orbital gap**: 8.63 eV
**Highest occupied orbital energy**: -11.296 eV
**Max |F|**: 0.030 Eh/bohr
**Calculated total energy**: -1623.06839 Eh
**Molecular weight**: 498.70 g mol⁻¹
**Charge**: +1